[1]
# CNO5PrS2

CNO5PrS2 as an isolated structure (ωB97M-V with the def2-TZVPD basis set, OMol25).

Atoms and positions in Å:
1 Pr 1.0789 -1.3445 -0.4312
2 N 0.8040 1.1693 -0.1666
3 S -0.4318 0.8633 1.0375
4 O -0.1375 -0.6712 1.2418
5 S 2.3492 1.2003 0.2990
6 O 2.8298 -0.2828 0.0942
7 O -1.6770 0.9784 0.2023
8 C -2.0714 -1.7258 -2.2021
9 O -0.9052 -1.6415 -2.1388
10 O -3.1992 -1.7218 -2.4137

As for the max |F|: 3.83 eV/Å. The calculation puts the electronic energy at -48496.8512 eV. As for the spin multiplicity: 4. Its total charge is +1. As for the expectation value of S²: 3.7555.

Atomic partial charges in e from the Mulliken method, atoms 1 to 5: atom 1 (Pr): 1.75, atom 2 (N): -0.40, atom 3 (S): 0.71, atom 4 (O): -0.57, atom 5 (S): 0.49

---

[2]
# C13H33NO8P3PtSe2

C13H33NO8P3PtSe2 as an isolated structure (ωB97M-V with the def2-TZVPD basis set, OMol25).

Atoms and positions in Å:
1 Pt 0.3353 -0.0761 -0.2221
2 O -2.7424 -5.4087 -0.7710
3 C -2.6287 -4.3401 -1.7213
4 C -1.8445 -3.1568 -1.1364
5 C -2.6374 -2.5145 0.0051
6 O -2.8639 -3.3754 1.1114
7 C -1.6944 -2.1920 -2.3219
8 Se -1.1845 -0.3372 -1.9827
9 C -0.4544 -3.6449 -0.7263
10 Se 0.7542 -2.4049 0.1833
11 H -3.1986 -6.1433 -1.1887
12 H -3.6283 -3.9919 -2.0077
13 H -2.1137 -4.7029 -2.6186
14 H -3.5923 -2.1509 -0.4049
15 H -2.0907 -1.6516 0.3827
16 H -3.0238 -4.2639 0.7710
17 H -2.6518 -2.0942 -2.8425
18 H -0.9847 -2.6398 -3.0206
19 H 0.0343 -4.0333 -1.6231
20 H -0.5470 -4.4683 -0.0183
21 N 2.6430 -0.2220 -2.2350
22 C 3.2956 0.9913 -1.6212
23 C 4.6182 1.2395 -2.3324
24 P 2.2036 2.4724 -1.6663
25 O 2.2485 2.9047 -3.2402
26 O 2.9397 3.4708 -0.8405
27 O 0.7813 2.0848 -1.3887
28 P 3.5902 0.4546 0.1475
29 O 4.3828 1.7137 0.7204
30 O 4.4457 -0.7514 0.0434
31 O 2.2323 0.3820 0.8098
32 H 2.5523 -0.1614 -3.2469
33 H 1.6650 -0.3248 -1.8054
34 H 3.1719 -1.0552 -1.9506
35 H 4.4622 1.3387 -3.4102
36 H 5.3140 0.4235 -2.1282
37 H 5.0569 2.1672 -1.9708
38 H 1.3609 2.7784 -3.5959
39 H 3.9080 2.5310 0.4342
40 C 0.2504 3.9944 2.9235
41 C 0.5977 3.0385 1.7874
42 P -0.5126 1.6047 1.5324
43 C -0.6925 0.9170 3.2324
44 C -1.1607 -0.5374 3.2503
45 C -2.1410 2.4093 1.2306
46 C -3.2507 1.4161 0.8952
47 H 0.9546 4.8287 2.9525
48 H 0.2893 3.5018 3.8970
49 H -0.7494 4.4179 2.8080
50 H 1.5929 2.6068 1.9176
51 H 0.6385 3.5590 0.8286
52 H -1.3646 1.5567 3.8141
53 H 0.2964 0.9927 3.6943
54 H -2.1118 -0.6682 2.7326
55 H -1.2912 -0.8920 4.2753
56 H -0.4459 -1.1887 2.7465
57 H -1.9775 3.0887 0.3887
58 H -2.4242 3.0222 2.0927
59 H -2.9622 0.7760 0.0597
60 H -4.1717 1.9380 0.6253
61 H -3.4788 0.7707 1.7451

The relative energy (zero: lowest compared OMol25 entry of this formula, charge and spin) is 123.49 kJ/mol. As for the max |F|: 1.02 eV/Å. The calculation puts the electronic energy at -193701.7790 eV. Its total charge is -1.

Atomic partial charges in e from the Mulliken method, atoms 1 to 5: atom 1 (Pt): 1.11, atom 2 (O): -0.58, atom 3 (C): -1.44, atom 4 (C): 1.76, atom 5 (C): 0.25

---

[3]
# C20H20GeN3O2Rh

C20H20GeN3O2Rh as an isolated structure (ωB97M-V with the def2-TZVPD basis set, OMol25).

Atoms and positions in Å:
1 Rh 0.2534 -0.5106 0.0522
2 O -6.4813 -1.1488 0.1868
3 C -5.8472 -0.9104 1.1959
4 O -6.0790 -0.7983 2.3833
5 C -4.2820 -0.6859 0.8741
6 C -3.4314 -0.3744 1.9193
7 C -2.0684 -0.2306 1.6419
8 N -1.6654 -0.3351 0.3502
9 C -2.4750 -0.6521 -0.6769
10 C -3.8300 -0.8600 -0.4315
11 C -1.7652 -0.7313 -1.9393
12 C -2.4008 -0.7246 -3.1818
13 C -1.6529 -0.6973 -4.3371
14 C -0.2566 -0.6903 -4.2337
15 C 0.3161 -0.7167 -2.9810
16 N -0.3901 -0.7210 -1.8471
17 C -0.9815 0.0025 2.5544
18 C -1.1457 0.2977 3.9138
19 C -0.0541 0.5598 4.7005
20 C 1.2211 0.5516 4.1138
21 C 1.3312 0.2363 2.7787
22 N 0.2864 -0.0435 1.9969
23 H -3.8235 -0.2910 2.9189
24 H -4.5069 -1.1912 -1.1992
25 H -3.4774 -0.7180 -3.2189
26 H -2.1347 -0.6853 -5.3016
27 H 0.3595 -0.6653 -5.1183
28 H 1.3922 -0.7389 -2.8617
29 H -2.1410 0.3174 4.3264
30 H -0.1710 0.7683 5.7512
31 H 2.0947 0.7857 4.6983
32 H 2.2986 0.2018 2.2942
33 C 1.3944 -4.2925 2.2003
34 Ge 1.2903 -3.6780 0.2938
35 C 2.4236 -4.8770 -0.8432
36 C -0.6127 -3.8130 -0.2647
37 C 1.7502 -1.8192 0.0640
38 H 1.3201 -5.3747 2.2404
39 H 0.5700 -3.8700 2.7655
40 H 2.3250 -3.9958 2.6713
41 H 2.2115 -5.9130 -0.5963
42 H 3.4831 -4.6991 -0.6826
43 H 2.2024 -4.7249 -1.8966
44 H -1.0025 -4.8252 -0.2141
45 H -0.7310 -3.4584 -1.2855
46 H -1.2171 -3.1850 0.3891
47 H 2.7700 -1.4429 0.1024

The relative energy (zero: lowest compared OMol25 entry of this formula, charge and spin) is 42.77 kJ/mol. As for the max |F|: 1.82 eV/Å. The calculation puts the electronic energy at -89149.0614 eV. As for the spin multiplicity: 5. As for the expectation value of S²: 6.0425.

Atomic partial charges in e from the Mulliken method, atoms 1 to 5: atom 1 (Rh): 0.52, atom 2 (O): -0.47, atom 3 (C): 0.41, atom 4 (O): -0.47, atom 5 (C): -0.04

---

[4]
# C2H3N3O2

A single C2H3N3O2 molecule (ωB97M-V with the def2-TZVPD basis set, OMol25).

Atoms and positions in Å:
1 C -1.4645 1.2221 0.2350
2 C 0.8040 0.3621 -0.2031
3 N -2.4782 1.8273 0.2613
4 N -0.1930 1.1859 0.1663
5 N 1.2953 -1.9978 -0.3834
6 O 1.8529 0.8608 -0.4602
7 O 0.3564 -0.8966 -0.2065
8 H -3.4668 1.6728 0.5421
9 H 1.0711 -2.5144 0.4814
10 H 2.2226 -1.7221 -0.4328

The relative energy (zero: lowest compared OMol25 entry of this formula, charge and spin) is 334.82 kJ/mol. As for the max |F|: 5.24 eV/Å. The calculation puts the electronic energy at -10684.9866 eV.

Atomic partial charges in e from the Mulliken method, atoms 1 to 5: atom 1 (C): 0.32, atom 2 (C): 0.65, atom 3 (N): -0.30, atom 4 (N): -0.32, atom 5 (N): -0.41

---

[5]
# C3H6N4

A single C3H6N4 molecule (ωB97M-V with the def2-TZVPD basis set, OMol25).

Atoms and positions in Å:
1 C 0.3595 0.5728 0.2637
2 C -0.4460 0.7554 -0.7286
3 C 1.1476 1.5021 0.9675
4 N -1.1155 -0.1698 -1.4655
5 N -1.4104 -1.3698 -1.2220
6 N -0.9684 -2.3496 -0.3280
7 N 0.1916 -2.7184 -0.2404
8 H 0.3698 -0.5239 0.3622
9 H -0.5684 1.7110 -1.1678
10 H 2.1413 1.5196 0.5778
11 H 1.2217 1.4344 2.0612
12 H 0.8840 2.5469 0.8158
13 H -1.8067 -2.9108 0.1040

The relative energy (zero: lowest compared OMol25 entry of this formula, charge and spin) is 649.46 kJ/mol. As for the max |F|: 4.29 eV/Å. The calculation puts the electronic energy at -9162.1249 eV.

Atomic partial charges in e from the Mulliken method, atoms 1 to 5: atom 1 (C): 0.30, atom 2 (C): -0.14, atom 3 (C): -1.19, atom 4 (N): -0.15, atom 5 (N): -0.31

---

[6]
# C4H7Cl2NO2

A 2-piece molecular cluster, C4H7Cl2NO2 overall (ωB97M-V with the def2-TZVPD basis set, OMol25).

Atoms and positions in Å:
1 C 1.2435 0.2109 -2.2151
2 C -1.5504 0.1592 1.9773
3 C 1.1951 0.3558 -0.6864
4 C -2.1771 0.5411 0.8802
5 N 1.0184 -0.6958 0.0439
6 O 1.2407 -0.6031 1.4468
7 O 0.6617 -1.7759 -0.3932
8 Cl -3.7758 0.0179 0.4189
9 Cl -1.4160 1.4968 -0.2848
10 H 1.6830 1.0858 -2.6303
11 H 1.7854 -0.7299 -2.5500
12 H 0.2546 0.1847 -2.6857
13 H -2.2483 -0.2343 2.7874
14 H -0.4918 0.2636 2.1427
15 H 0.9531 -1.5563 1.8075
16 H 1.6238 1.2795 -0.0593

As for the max |F|: 9.90 eV/Å. The calculation puts the electronic energy at -34883.3904 eV. As for the spin multiplicity: 3. As for the expectation value of S²: 2.0078.

Atomic partial charges in e from the Mulliken method, atoms 1 to 5: atom 1 (C): -0.92, atom 2 (C): -0.77, atom 3 (C): -0.50, atom 4 (C): 0.51, atom 5 (N): 0.86

---

[7]
# C4H3O2

A 2-piece molecular cluster, C4H3O2 overall (ωB97M-V with the def2-TZVPD basis set, OMol25).

Atoms and positions in Å:
1 C -1.0208 -0.5539 0.7829
2 C 0.3199 1.5468 -1.4876
3 C -0.7468 -0.9989 1.9974
4 C 0.8426 0.8035 -0.5537
5 O -0.3205 2.1934 -2.2502
6 O -0.1460 -1.3407 3.0282
7 H -1.9094 -0.3368 0.2953
8 H 1.9018 0.7958 -0.3140
9 H 0.2397 0.0320 -0.0763

The relative energy (zero: lowest compared OMol25 entry of this formula, charge and spin) is 155.32 kJ/mol. As for the max |F|: 5.36 eV/Å. The calculation puts the electronic energy at -8289.2258 eV. Its total charge is -1.

Atomic partial charges in e from the Mulliken method, atoms 1 to 5: atom 1 (C): -0.94, atom 2 (C): 0.74, atom 3 (C): 0.56, atom 4 (C): -0.76, atom 5 (O): -0.50

---

[8]
# C34H64B2N6O8P2

A 3-piece molecular cluster, C34H64B2N6O8P2 overall (ωB97M-V with the def2-TZVPD basis set, OMol25).

Atoms and positions in Å:
1 C -0.2750 4.5660 5.6888
2 C -0.1536 5.1498 4.6396
3 C -0.0186 6.2164 3.4981
4 C 0.4377 5.5196 2.1661
5 C 1.8852 5.2206 2.0355
6 C 2.3469 4.6071 0.7898
7 C 1.4729 4.2518 -0.3688
8 C 0.0289 4.5087 -0.2262
9 C -0.9785 4.1320 -1.3535
10 C -1.7199 2.7337 -1.0751
11 C -2.6637 2.4746 -2.3266
12 C -3.4748 1.1076 -2.2517
13 C -3.7077 0.5462 -0.7865
14 C -2.6498 -0.6098 -0.4144
15 C -0.4532 5.1470 1.0502
16 C -1.9891 5.4466 1.1928
17 C 2.1621 3.6408 -1.6324
18 O 1.7554 3.8616 -2.7539
19 C 3.4592 2.7523 -1.3953
20 B 3.8054 1.5742 -2.4291
21 O 3.5911 1.8436 -3.8215
22 O 4.2725 0.2829 -2.1046
23 C 3.2146 -0.6245 -1.7080
24 C 4.2400 3.0945 -0.2999
25 B 5.6010 2.3123 0.0832
26 O 5.4641 0.9467 0.4698
27 O 6.8864 2.8730 0.1108
28 C 7.6788 2.1515 1.0984
29 C 3.8621 4.3022 0.6574
30 O 4.7348 4.9295 1.2261
31 H -0.5032 4.0349 6.6321
32 H 0.7792 6.9704 3.7800
33 H -0.9810 6.7839 3.4149
34 H 2.6247 5.4799 2.8454
35 H -0.5633 4.1657 -2.3934
36 H -1.8003 4.9185 -1.3260
37 H -0.8969 1.9565 -0.9973
38 H -2.2848 2.8566 -0.1128
39 H -1.9667 2.3858 -3.2186
40 H -3.3243 3.3696 -2.5267
41 H -4.4926 1.3045 -2.7117
42 H -3.0040 0.3041 -2.8908
43 H -4.7157 0.0284 -0.7987
44 H -3.7704 1.3421 0.0029
45 H -3.1694 -1.5092 0.0391
46 H -2.1793 -0.9428 -1.3773
47 H -1.9246 -0.1661 0.3251
48 H -2.3716 6.1326 0.3753
49 H -2.5235 4.4500 1.0963
50 H -2.2866 5.8591 2.1904
51 H 2.7989 1.3157 -4.0631
52 H 2.2701 -0.0761 -1.4404
53 H 3.6221 -1.2282 -0.8363
54 H 3.0798 -1.3640 -2.5546
55 H 4.5086 0.7425 0.4411
56 H 7.1272 2.0443 2.0801
57 H 8.0222 1.1460 0.7037
58 H 8.6267 2.7161 1.3447
59 O -0.5777 1.0434 2.9472
60 P 0.3623 0.6069 4.0738
61 N 1.7691 0.7212 3.1082
62 C 2.5635 -0.2775 2.4395
63 C 2.1960 2.0696 2.7572
64 N -0.3247 -0.9759 4.1656
65 C 0.3424 -2.2107 3.8126
66 C -1.7316 -1.0967 3.7704
67 N 1.3571 0.1996 5.4504
68 C 2.7975 0.0816 5.5447
69 C 0.6937 -0.3484 6.6337
70 H 3.6256 -0.1540 2.6979
71 H 2.4726 -0.2091 1.3469
72 H 2.3368 -1.3010 2.7151
73 H 2.5789 2.5914 3.6447
74 H 1.3677 2.6525 2.3505
75 H 2.9914 2.0767 2.0077
76 H 0.4356 -2.3304 2.7267
77 H -0.2160 -3.0727 4.1896
78 H 1.3251 -2.2919 4.2839
79 H -1.8585 -1.1445 2.6826
80 H -2.3167 -0.2592 4.1509
81 H -2.1834 -2.0026 4.1882
82 H 3.1441 -0.8840 5.1650
83 H 3.1345 0.1589 6.5835
84 H 3.3216 0.8864 5.0294
85 H 0.7200 -1.4429 6.6278
86 H -0.3471 -0.0283 6.6825
87 H 1.1663 -0.0043 7.5586
88 O -3.4613 -3.0925 -3.3260
89 P -3.5757 -4.5576 -3.7519
90 N -2.5453 -5.1251 -2.5101
91 C -1.1602 -5.5261 -2.5144
92 C -3.0855 -5.0784 -1.1566
93 N -2.7884 -4.2815 -5.2648
94 C -1.4918 -4.7950 -5.6520
95 C -2.9259 -2.9364 -5.8316
96 N -3.8545 -6.2065 -4.2561
97 C -3.3463 -7.4411 -3.6950
98 C -4.4755 -6.4250 -5.5630
99 H -1.0497 -6.5141 -2.0445
100 H -0.5279 -4.8198 -1.9639
101 H -0.7232 -5.6458 -3.4988
102 H -3.8857 -5.8206 -1.0376
103 H -3.4987 -4.0923 -0.9284
104 H -2.3292 -5.2920 -0.3982
105 H -0.6744 -4.2667 -5.1476
106 H -1.3380 -4.6825 -6.7292
107 H -1.4094 -5.8698 -5.4731
108 H -2.2307 -2.2189 -5.3804
109 H -3.9416 -2.5615 -5.7041
110 H -2.7323 -2.9396 -6.9093
111 H -2.3251 -7.6413 -4.0320
112 H -3.9590 -8.2961 -3.9982
113 H -3.3811 -7.4556 -2.6059
114 H -3.7179 -6.5986 -6.3340
115 H -5.0785 -5.5666 -5.8584
116 H -5.1497 -7.2866 -5.5520

As for the max |F|: 7.64 eV/Å. The calculation puts the electronic energy at -81540.8124 eV.

Atomic partial charges in e from the Mulliken method, atoms 1 to 5: atom 1 (C): -0.12, atom 2 (C): -0.16, atom 3 (C): -1.41, atom 4 (C): 0.43, atom 5 (C): -0.68